No. 1
60
Properties=species:S:1:pos:R:3 method="wB97M-V/def2-TZVPD" spin_multiplicity=2 charge=-1 e_lumo_ev="2.558 / 2.554" largest_force_ev_per_a=0.69 orbital_gap_ev="5.6 / 5.6"
H -0.563 -2.903 3.816
H 3.086 1.274 -5.074
C -4.888 0.918 1.120
H -1.356 -2.527 2.281
C 0.670 -3.178 2.094
C -5.831 0.003 1.568
C -3.662 0.476 0.630
H -6.282 -2.066 1.928
C 1.093 2.022 -5.475
H 3.268 -3.156 1.480
C 1.836 3.709 0.273
C 1.954 2.370 0.470
C 2.237 0.361 2.713
C 2.565 -2.894 0.680
O 3.987 -2.013 -1.037
H 1.426 2.869 -6.077
N 0.894 1.538 0.677
N -2.705 1.350 0.121
H 0.805 1.213 -6.148
H 0.432 5.379 0.182
C 2.195 1.565 -4.517
C 0.539 4.306 0.279
C -0.375 2.093 0.495
H 0.542 -0.864 3.744
H 1.923 -3.469 -2.146
C -0.548 3.504 0.381
F 2.712 -0.683 3.532
H 2.476 2.385 -3.854
N 1.072 -2.925 -2.128
H -6.784 0.359 1.939
O 0.883 -4.368 2.324
H 3.135 0.904 2.407
H -4.080 -2.858 1.091
S 2.177 -1.231 -3.966
O 2.776 -0.582 0.187
C -1.342 1.116 0.372
C 1.747 0.426 -3.656
N -0.066 -1.003 2.946
H 2.921 1.885 0.463
C 1.249 -1.631 -2.555
H -1.549 3.920 0.353
N 0.702 -0.602 -1.989
C -5.550 -1.356 1.564
N -0.885 -0.139 0.522
H 2.722 4.309 0.121
F 1.567 1.192 3.622
H 0.211 2.321 -4.909
C -3.389 -0.898 0.608
C -4.319 -1.801 1.097
H -5.101 1.982 1.142
C 3.184 -1.772 -0.149
H 0.641 -2.950 -1.208
H 2.451 -3.795 0.074
S -1.869 -1.364 -0.147
N 1.324 -2.389 1.229
H -2.965 2.323 0.130
N 0.977 0.566 -2.638
V 1.034 -0.378 1.111
H -0.882 -0.415 3.065
C -0.427 -2.429 2.844

No. 2
65
Properties=species:S:1:pos:R:3 method="wB97M-V/def2-TZVPD" spin_multiplicity=3 charge=+1 e_lumo_ev="-2.741 / -4.018" largest_force_ev_per_a=0.89 orbital_gap_ev="8.1 / 6.8"
C -0.797 -2.734 0.568
O -0.485 -0.495 -2.411
C -1.364 -2.038 1.675
O 1.888 -1.152 -0.506
H -0.397 -2.126 4.776
C -0.334 -1.879 2.667
N -0.076 1.039 -0.538
H -0.312 1.464 -4.083
C -1.388 3.010 2.411
W 0.307 -0.687 0.814
H -1.405 1.223 3.641
C 0.853 -2.500 2.186
F 5.581 1.047 1.783
F 4.157 0.773 3.394
C -3.358 3.542 -2.932
F 3.932 0.249 -3.355
F 4.454 -0.801 1.929
H -1.104 3.331 -5.471
O -2.311 -0.059 -0.787
N 3.472 0.822 -0.394
H -4.018 5.358 -4.685
C -1.806 1.750 -2.567
C -2.910 2.494 -2.160
H 1.326 -4.896 0.257
C -1.157 2.057 -3.762
H 2.958 -2.923 2.324
C -1.604 3.100 -4.540
C 4.419 0.519 2.120
C -2.713 3.864 -4.138
C -1.232 1.696 2.691
C -0.630 1.718 0.530
C -2.795 -1.632 1.823
H -2.472 -2.697 -0.767
H 0.281 -0.581 4.285
C -1.501 -3.177 -0.676
S 3.118 1.272 1.051
O 1.865 0.663 1.538
C -0.487 -1.317 4.047
H -3.362 -2.480 2.216
H 2.002 -3.417 3.719
N -0.809 0.966 1.604
O 3.221 2.671 1.232
H -1.729 3.784 3.078
H 2.388 -1.717 3.479
H 2.530 -3.606 0.225
H 1.276 -3.678 -1.016
H -3.228 -1.335 0.874
S -0.976 3.364 0.776
C 2.777 -0.048 -2.783
H -1.648 -4.259 -0.641
C 0.562 -3.042 0.904
H -2.912 -0.805 2.521
O 4.195 -1.505 -1.113
H -0.927 -2.937 -1.570
F 2.223 -1.083 -3.390
H -1.467 -0.869 4.192
C 1.483 -3.836 0.040
H -3.434 2.234 -1.249
F 1.979 1.000 -2.825
S -1.222 0.433 -1.599
H -2.776 5.048 -5.818
S 3.143 -0.557 -1.039
C 2.124 -2.640 2.962
H -4.223 4.112 -2.620
N -3.146 4.906 -4.896

No. 3
53
Properties=species:S:1:pos:R:3 method="wB97M-V/def2-TZVPD" smiles="CCOc1ccc2[nH]c(=O)c(CN(CCCO)S(=O)(=O)c3ccc(F)cc3)cc2c1" spin_multiplicity=1 e_lumo_ev=0.029 largest_force_ev_per_a=1.06 orbital_gap_ev=8.1
H 0.410 3.675 -0.631
C 4.875 0.936 -0.625
H 4.690 -0.731 -1.599
O 2.948 -1.507 -1.321
H 5.872 0.352 1.194
N 0.127 2.871 -0.084
H -4.164 3.231 -1.544
C 0.528 -1.695 -0.347
H 1.450 -2.915 1.134
C 0.719 1.013 1.293
H -1.812 3.990 -1.517
C 0.550 -2.728 0.571
O 2.244 2.729 0.682
C -1.732 -2.207 -0.945
C -1.575 1.327 0.578
H -5.886 -1.094 -1.157
C -2.117 3.132 -0.937
H -2.619 -2.036 -1.534
H 3.866 1.226 -0.939
C -5.732 0.283 0.488
H 1.424 -0.487 2.650
H 5.533 1.800 -0.756
C -3.423 2.714 -0.955
N 2.584 -0.506 0.914
H -5.346 0.313 1.515
C -0.582 -3.503 0.755
O 1.554 0.509 -1.262
H 4.129 -0.995 2.189
H -0.860 -0.289 1.821
C -0.569 0.611 1.293
H -4.471 -1.367 -0.138
C 1.826 0.227 1.918
C -1.172 2.453 -0.161
H 4.466 1.417 1.414
H 2.501 0.925 2.424
F -2.814 -3.967 0.178
H -3.184 0.054 1.144
H -0.605 -4.313 1.468
O -5.172 1.330 -0.281
S 1.995 -0.695 -0.616
C -2.914 0.916 0.555
C 4.005 -0.682 1.148
O 5.392 -0.080 -1.449
C -1.706 -3.225 -0.006
H 4.325 -1.500 0.500
C 4.853 0.559 0.863
C 1.130 2.246 0.615
C -5.522 -1.094 -0.133
C -0.596 -1.435 -1.110
H -0.565 -0.622 -1.816
H -6.801 0.514 0.516
H -6.073 -1.838 0.436
C -3.845 1.606 -0.198